# 1
Computed, not measured: a molecular structure, C29H26BaN2O2PSTe in a non-equilibrium geometry, with ωB97M-V/def2-TZVPD.

Geometry as ORCA input:
```
! wB97M-V def2-TZVPD RIJCOSX def2/J DEFGRID3
* xyz -1 1
Ba 0.7285 -0.1139 -2.3411
C 3.1409 3.3952 -5.4253
C 2.8284 2.6603 -4.1577
C 1.6433 2.8867 -3.4641
C 1.4075 2.2602 -2.2611
C 2.3634 1.4317 -1.7381
C 3.4751 1.0900 -2.4595
C 3.7360 1.7275 -3.6533
S 2.0625 0.4882 -0.3120
O 2.8967 0.9507 0.7526
O 2.2998 -0.8498 -0.8658
N 0.4825 0.6249 -0.2494
C -0.1499 1.6680 0.2895
C 0.4441 2.5828 1.1533
C -0.3326 3.4879 1.8630
C -1.7007 3.5386 1.7168
C -2.3303 2.7269 0.7575
C -3.7133 2.7329 0.4948
C -4.2176 1.9431 -0.5090
C -3.3364 1.1733 -1.2789
N -2.0485 1.1158 -1.0295
C -1.5438 1.8275 -0.0185
H 3.7267 4.3061 -5.2091
H 2.2224 3.6940 -5.9450
H 3.7473 2.7717 -6.0959
H 0.9016 3.5696 -3.8676
H 0.4941 2.4578 -1.6928
H 4.1368 0.3384 -2.0304
H 4.6523 1.5108 -4.1991
H 1.5191 2.5292 1.3106
H 0.1682 4.1511 2.5678
H -2.3048 4.1962 2.3385
H -4.3582 3.3803 1.0869
H -5.2853 1.9197 -0.7219
H -3.6722 0.5818 -2.1292
C -2.0813 -0.7551 1.8151
P -1.0234 -1.6773 0.6058
C 0.5706 -1.6238 1.4939
C 0.9021 -0.7194 2.4954
C 2.1849 -0.6920 3.0145
C 3.1577 -1.5442 2.5248
C 2.8391 -2.4366 1.5163
C 1.5546 -2.4757 1.0068
C -1.6393 -3.3094 1.2003
C -2.9352 -3.6537 0.8270
C -3.5300 -4.7952 1.3281
C -2.8182 -5.6444 2.1606
C -1.5147 -5.3331 2.5010
C -0.9328 -4.1667 2.0348
H -1.7914 0.3008 1.8527
H -2.0019 -1.1949 2.8246
H -3.1284 -0.8078 1.4812
H 0.1767 0.0125 2.8510
H 2.4305 0.0186 3.8037
H 4.1749 -1.4790 2.9042
H 3.5980 -3.0868 1.0908
H 1.3014 -3.1334 0.1724
H -3.4765 -3.0048 0.1331
H -4.5637 -5.0266 1.0618
H -3.2845 -6.5488 2.5487
H -0.9411 -6.0030 3.1470
H 0.0831 -3.9214 2.3431
Te -1.3948 -2.0538 -3.4157
*
```

Output
Energy relative to the best compared isomer or geometry (same formula, charge and spin), eV: 3.987
Calculated total energy, eV: -65678.3556

Table of Löwdin atomic charges, one value per atom, all in e: 1.527 -0.080 -0.317 -0.063 -0.327 -0.634 -0.145 -0.056 0.475 -0.255 -0.557 -0.455 -0.348 -0.022 -0.083 -0.065 -0.180 -0.024 -0.061 -0.133 0.105 -0.220 0.075 0.071 0.069 0.118 0.091 0.118 0.108 0.103 0.104 0.102 0.112 0.100 0.095 -0.249 1.008 -0.426 -0.104 -0.104 -0.103 -0.091 -0.161 -0.369 -0.114 -0.102 -0.116 -0.101 -0.087 0.020 0.059 0.044 0.101 0.107 0.102 0.108 0.123 0.104 0.101 0.095 0.100 0.095 -0.389

***

# 2
Computed, not measured: a molecular structure, C29H26Br2N6O4PdS in a non-equilibrium geometry, with ωB97M-V/def2-TZVPD.

Geometry as ORCA input:
```
! wB97M-V def2-TZVPD RIJCOSX def2/J DEFGRID3
* xyz -2 3
Pd 0.0101 0.9408 -0.9142
C 3.3460 0.3570 -3.0518
C 3.6327 0.3065 -1.5828
C 4.9284 0.0886 -1.1271
C 5.1907 0.0704 0.2320
C 4.1247 0.2477 1.1322
C 4.2600 0.2551 2.5310
Br 5.9863 0.0282 3.3425
C 3.1950 0.4594 3.3835
C 1.9497 0.6287 2.8213
Br 0.4297 0.8938 3.9338
C 1.6834 0.5937 1.4403
O 0.4656 0.6939 1.0499
C 2.8235 0.4395 0.5774
N 2.6053 0.4926 -0.7570
H 4.0591 -0.2464 -3.6137
H 3.4258 1.3876 -3.3983
H 2.3287 0.0100 -3.2332
H 5.7296 -0.0643 -1.8395
H 6.1980 -0.0759 0.5984
H 3.3318 0.4967 4.4545
C 1.9312 6.4202 -1.9901
C 1.2152 5.1045 -2.1468
C 0.0369 4.8859 -1.5272
C -0.6829 3.5745 -1.5767
C -0.0250 2.5964 -2.5125
C 1.1245 2.9226 -3.2131
C 1.7814 4.1195 -3.0087
S -1.0418 1.2960 -3.1809
O -1.3160 1.6308 -4.5735
O -2.2576 1.2650 -2.3616
O -0.2371 0.0707 -3.0426
H 1.5897 6.9244 -1.0880
H 1.7360 7.0739 -2.8430
H 3.0075 6.2632 -1.9291
H -0.4230 5.6567 -0.9183
H -1.7401 3.7098 -1.8541
H 1.4609 2.2197 -3.9637
H 2.6942 4.3499 -3.5416
C -2.6451 -0.3816 0.2214
C -1.8500 -1.5663 -0.1849
N -0.5723 -1.4976 -0.4738
C -0.1689 -2.7562 -0.7921
C -1.2231 -3.6103 -0.6958
N -2.3017 -2.8478 -0.3062
C -3.6461 -3.3468 -0.1780
N -3.8129 -4.2523 0.9149
N -4.3793 -5.4880 0.7123
N -4.5336 -6.0735 1.8582
C -4.0808 -5.2612 2.8404
C -4.0188 -5.4268 4.2309
C -3.4701 -4.3904 4.9668
C -3.0111 -3.2200 4.3730
C -3.0684 -3.0270 2.9941
C -3.6056 -4.0598 2.2503
H -2.0687 0.1759 0.9653
H -3.6195 -0.6418 0.6261
H -2.7653 0.2590 -0.6629
H 0.8476 -2.9612 -1.0639
H -1.3192 -4.6675 -0.8484
H -3.9291 -3.9071 -1.0811
H -4.3229 -2.4878 -0.0684
H -4.3827 -6.3310 4.6960
H -3.3894 -4.4963 6.0421
H -2.5941 -2.4384 4.9900
H -2.6905 -2.1261 2.5426
C -0.5834 2.8062 -0.2539
H 0.1866 3.2300 0.3975
H -1.5367 2.7023 0.2779
*
```

Output
⟨S²⟩: 2.033
Calculated total energy, eV: -202023.2727

Table of Löwdin atomic charges, one value per atom, all in e: 0.786 -0.037 -0.320 -0.037 -0.049 -0.212 -0.638 0.651 -0.209 -0.610 0.698 -0.406 -0.242 -0.127 0.170 0.067 0.069 0.066 0.099 0.061 0.083 -0.095 -0.341 -0.054 -0.382 -0.356 -0.142 -0.095 0.384 -0.366 -0.391 -0.407 0.058 0.061 0.059 0.092 0.126 0.089 0.076 -0.019 -0.339 0.089 -0.117 -0.081 -0.030 -0.087 -0.053 0.059 0.042 -0.253 -0.026 -0.107 -0.073 0.020 -0.156 0.077 0.058 0.057 0.099 0.100 0.139 0.137 0.101 0.096 0.105 0.109 -0.193 0.040 0.028

***

# 3
Computed, not measured: a molecular structure, C29H26BrN6O3STl, with ωB97M-V/def2-TZVPD.

Geometry as ORCA input:
```
! wB97M-V def2-TZVPD RIJCOSX def2/J DEFGRID3
* xyz -2 1
Tl -1.3323 0.4890 -0.3882
O 0.8275 -3.9963 3.9775
C -0.2771 -3.3004 4.4022
C -0.9198 -3.6597 5.5826
C -2.0479 -2.9732 6.0089
C -2.5428 -1.9314 5.2413
C -1.8920 -1.5741 4.0677
C -0.7444 -2.2282 3.6442
C -0.0732 -1.7609 2.3418
O -0.2482 -0.4823 2.0800
N -0.7265 -2.7282 1.3165
N -0.3267 -2.8001 0.0614
C 0.9155 -2.7089 -0.2640
C 1.3228 -2.8459 -1.6428
Br -0.1174 -3.0578 -2.8869
C 2.6076 -2.9258 -2.0393
C 3.1495 -3.0181 -3.3909
C 2.6203 -2.3065 -4.4745
C 3.1504 -2.4583 -5.7438
C 4.2279 -3.3056 -5.9677
C 4.7948 -3.9790 -4.8951
C 4.2654 -3.8319 -3.6243
H 0.9868 -4.7102 4.5988
H -0.5389 -4.4966 6.1640
H -2.5279 -3.2606 6.9373
H -3.4390 -1.4056 5.5485
H -2.2438 -0.7592 3.4451
H 0.9853 -2.1047 2.3734
H -1.7335 -2.5990 1.3332
H 1.7031 -2.4551 0.4444
H 3.3368 -2.9810 -1.2354
H 1.8157 -1.6060 -4.3084
H 2.7291 -1.8975 -6.5692
H 4.6350 -3.4204 -6.9652
H 5.6565 -4.6173 -5.0557
H 4.7019 -4.3717 -2.7911
N -5.8718 1.9358 -1.6658
C -4.5456 1.9164 -1.2039
S -4.3081 0.9856 0.2335
N -3.7431 2.6382 -1.9147
N -2.3807 2.6037 -1.7085
C -1.7836 3.6228 -2.2001
C -0.3691 3.9370 -2.2106
C -0.0349 5.2473 -2.5746
C 1.2624 5.7211 -2.6072
C 2.2952 4.8376 -2.2749
C 2.0175 3.5327 -1.9513
C 0.6861 2.9988 -1.9052
O 0.5105 1.7687 -1.6481
H -6.5347 1.7521 -0.9318
H -6.0803 2.7453 -2.2334
H -2.4174 4.3934 -2.6589
H -0.8495 5.9234 -2.8233
H 1.4782 6.7470 -2.8838
H 3.3255 5.1835 -2.2853
H 2.8206 2.8414 -1.7184
C -0.5326 2.1287 4.0219
C -1.8227 2.3870 3.5883
C -2.0176 2.7402 2.2611
N -1.0240 2.8391 1.3797
C 0.2133 2.6106 1.8138
C 0.5079 2.2553 3.1205
H -0.3455 1.8106 5.0412
H -2.6706 2.2823 4.2543
H -3.0108 2.9396 1.8798
H 0.9976 2.7051 1.0694
H 1.5269 2.0383 3.4098
*
```

Output
Energy relative to the best compared isomer or geometry (same formula, charge and spin), eV: 0.981
Calculated total energy, eV: -131148.5725

Table of Löwdin atomic charges, one value per atom, all in e: 0.754 0.043 -0.272 -0.060 -0.127 -0.105 -0.020 -0.096 -0.508 -0.289 0.012 -0.038 -0.242 -0.599 0.758 -0.124 -0.247 -0.073 -0.093 -0.121 -0.116 -0.056 0.086 0.096 0.086 0.090 0.116 0.117 0.118 0.117 0.111 0.088 0.098 0.087 0.089 0.104 -0.014 -0.965 0.357 -0.058 -0.074 -0.135 -0.154 -0.099 -0.165 -0.151 -0.053 -0.430 -0.249 0.024 0.054 0.100 0.090 0.068 0.080 0.095 -0.098 -0.082 -0.184 0.046 -0.162 -0.084 0.097 0.094 0.062 0.105 0.098

***

# 4
Computed, not measured: a molecular structure, C29H26Cl3IN6O2S3Sn, with ωB97M-V/def2-TZVPD.

Geometry as ORCA input:
```
! wB97M-V def2-TZVPD RIJCOSX def2/J DEFGRID3
* xyz 0 1
Sn -1.2065 -1.9967 -0.0485
Cl 4.1789 -0.9749 5.2421
C 3.2330 -1.0950 3.7822
C 1.8731 -1.3285 3.8599
C 1.1457 -1.4509 2.6895
Cl -0.5854 -1.6585 2.7833
C 1.7133 -1.3940 1.3889
O 1.0579 -1.6038 0.2945
C 3.1002 -1.0856 1.3924
Cl 3.8805 -0.9103 -0.1509
C 3.8477 -0.9448 2.5478
H 1.3774 -1.4064 4.8208
H 4.9054 -0.7191 2.4812
I -0.1388 -4.9122 -3.5781
C -0.4166 -2.9126 -4.1676
C -0.3430 -2.6140 -5.5218
C -0.6133 -1.3104 -5.9040
C -0.9370 -0.3775 -4.9324
C -0.9445 -0.7810 -3.6096
N -0.6825 -2.0372 -3.2207
H -0.1004 -3.3797 -6.2460
H -0.5733 -1.0321 -6.9500
H -1.1844 0.6450 -5.1875
H -1.1899 -0.0816 -2.8185
C -6.3807 -3.0088 0.5601
O -5.6744 -2.2801 -0.4593
C -4.4328 -1.8100 -0.2683
S -3.6874 -1.1549 -1.6239
S -3.6875 -1.9000 1.2724
H -6.3696 -4.0635 0.2967
H -7.4026 -2.6421 0.5545
H -5.9334 -2.8680 1.5364
N -1.3855 5.6847 0.9074
C -1.0473 6.9827 0.5830
C -1.4848 8.2184 1.0556
C -0.9196 9.3372 0.4746
C 0.0456 9.2268 -0.5432
C 0.4719 7.9973 -1.0028
C -0.0859 6.8546 -0.4259
N 0.1464 5.5148 -0.6982
C -0.6373 4.8584 0.1070
C -0.7406 3.3900 0.1443
C -1.6453 2.7225 0.9606
C -1.7045 1.3404 0.9112
N -0.9244 0.6173 0.1092
C -0.0361 1.2563 -0.6576
C 0.0873 2.6310 -0.6748
H -2.0447 5.4023 1.6074
H -2.2340 8.3009 1.8353
H -1.2258 10.3217 0.8065
H 0.4583 10.1311 -0.9759
H 1.2127 7.9058 -1.7891
H -2.3135 3.2491 1.6304
H -2.4080 0.7868 1.5250
H 0.6111 0.6270 -1.2623
H 0.8108 3.1287 -1.3078
S -0.6241 -4.7548 0.6854
C 1.0751 -4.7799 0.8741
N 1.6207 -4.8144 2.0966
C 3.0527 -4.9409 2.3600
C 3.8308 -4.3343 1.2075
C 3.3424 -4.9085 -0.1086
N 1.8884 -4.7895 -0.1822
H 0.9674 -4.8182 2.8595
H 3.3141 -5.9950 2.4832
H 3.2822 -4.4199 3.2858
H 4.8964 -4.5258 1.3306
H 3.6758 -3.2550 1.1997
H 3.6341 -5.9562 -0.2066
H 3.7724 -4.3547 -0.9393
H 1.4359 -4.7492 -1.0814
*
```

Output
Energy relative to the best compared isomer or geometry (same formula, charge and spin), eV: 0.348
Calculated total energy, eV: -127538.4628

Table of Löwdin atomic charges, one value per atom, all in e: 0.922 0.645 -0.688 -0.143 -0.546 0.691 -0.510 -0.337 -0.614 0.709 -0.146 0.108 0.109 0.903 -0.774 -0.139 -0.063 -0.051 -0.176 -0.009 0.090 0.111 0.110 0.068 -0.088 -0.228 -1.312 0.534 0.476 0.093 0.089 0.023 0.166 -0.191 -0.024 -0.095 -0.095 -0.016 -0.223 0.180 -0.276 -0.126 0.007 -0.126 -0.026 -0.121 0.013 0.148 0.108 0.100 0.100 0.112 0.108 0.083 0.112 0.117 0.501 -0.828 0.030 -0.147 -0.158 -0.149 0.033 0.123 0.121 0.120 0.126 0.063 0.121 0.121 0.032

***

# 5
Computed, not measured: a molecular structure, C29H26ClFN4O5RhS, with ωB97M-V/def2-TZVPD.

Geometry as ORCA input:
```
! wB97M-V def2-TZVPD RIJCOSX def2/J DEFGRID3
* xyz 1 1
Rh 3.6027 0.1977 -0.1503
S 5.3519 0.7171 -1.5333
C 5.0234 2.2860 -0.8580
C 5.7210 3.4878 -0.9618
C 5.2282 4.5774 -0.2754
C 4.0752 4.4638 0.5051
C 3.4431 3.2426 0.5747
N 3.9046 2.1991 -0.1166
H 6.6219 3.5426 -1.5558
H 5.7459 5.5261 -0.3328
H 3.6885 5.3063 1.0589
H 2.5651 3.0647 1.1810
F -2.4606 2.5504 -2.0393
C -2.1210 1.2717 -1.7647
C -0.8039 0.9602 -1.5934
C -0.4306 -0.3416 -1.2526
C 0.9881 -0.6475 -1.0374
O 1.8097 0.2775 -1.2344
C 1.2837 -1.9778 -0.6275
C 0.2558 -2.8664 -0.5151
N -1.0461 -2.6023 -0.7507
C -2.0343 -3.6427 -0.5726
C -2.7454 -4.1798 -1.7832
C -1.7245 -5.0170 -1.0720
C -1.4232 -1.3159 -1.0968
C -2.7662 -0.9790 -1.3055
C -3.1342 0.3115 -1.6367
N -4.5071 0.6046 -1.8371
C -5.4510 0.3333 -0.7671
C -6.6908 -0.3237 -1.3910
N -6.7614 0.1236 -2.8300
C -6.4199 1.5800 -2.9506
C -4.9215 1.7441 -2.6423
C 2.6695 -2.5846 -0.3814
O 2.7226 -3.8009 -0.3068
O 3.6803 -1.8007 -0.3695
H -0.0412 1.7203 -1.6950
H 0.5057 -3.8801 -0.2320
H -2.5923 -3.5577 0.3526
H -2.4561 -3.7668 -2.7403
H -3.7908 -4.4396 -1.6851
H -0.7784 -5.1720 -1.5707
H -2.0596 -5.8463 -0.4672
H -3.5260 -1.7443 -1.2302
H -5.7301 1.2553 -0.2420
H -5.0123 -0.3348 -0.0313
H -7.6175 -0.0229 -0.9062
H -6.6251 -1.4098 -1.4017
H -7.6777 -0.0790 -3.2276
H -6.0608 -0.4057 -3.3530
H -7.0530 2.1010 -2.2350
H -6.6724 1.9188 -3.9522
H -4.7808 2.7091 -2.1486
H -4.3421 1.7541 -3.5645
Cl 5.4464 0.1839 8.0791
C 5.0021 0.1960 6.4033
C 5.9406 -0.1686 5.4498
C 5.5824 -0.1534 4.1126
C 4.2942 0.2160 3.7414
C 3.3630 0.5722 4.7097
C 3.7145 0.5692 6.0479
C 3.9032 0.2278 2.3126
O 2.7051 0.3746 1.9483
O 4.8201 0.0882 1.4250
H 6.9352 -0.4597 5.7565
H 6.2957 -0.4307 3.3489
H 2.3632 0.8479 4.4028
H 3.0052 0.8489 6.8140
*
```

Output
Energy relative to the best compared isomer or geometry (same formula, charge and spin), eV: 0.869
Calculated total energy, eV: -75771.0673

Table of Löwdin atomic charges, one value per atom, all in e: 1.028 0.730 -0.696 -0.064 -0.055 -0.059 -0.098 -0.115 0.114 0.113 0.104 0.120 0.069 -0.187 0.098 -0.038 -0.268 -0.076 -0.007 0.056 0.015 -0.259 -0.095 -0.072 -0.110 0.064 -0.143 -0.107 -0.122 -0.068 0.053 -0.071 -0.131 -0.579 0.056 -0.129 0.145 0.147 0.156 0.115 0.102 0.117 0.114 0.113 0.138 0.134 0.137 0.135 0.186 0.184 0.137 0.139 0.132 0.140 0.679 -0.662 -0.087 0.003 -0.137 -0.010 -0.095 -0.550 -0.035 -0.106 0.109 0.126 0.118 0.106

***

# 6
Computed, not measured: a molecular structure, C29H26ClN5O3Tl, with ωB97M-V/def2-TZVPD.

Geometry as ORCA input:
```
! wB97M-V def2-TZVPD RIJCOSX def2/J DEFGRID3
* xyz -1 1
Tl -0.7694 1.3284 -0.0938
C -5.4383 -3.5518 -3.3279
C -4.4272 -2.9006 -2.4211
C -4.2118 -3.3458 -1.1159
C -3.3207 -2.7172 -0.2728
C -2.5671 -1.5848 -0.6660
N -1.7677 -0.8968 0.2086
C -1.0817 -1.6388 1.1551
C -0.3174 -2.7690 0.8095
C 0.4112 -3.4735 1.7420
C 0.4413 -3.0963 3.0863
C 1.2897 -3.8325 4.0903
C -0.2993 -1.9862 3.4482
C -1.0491 -1.2829 2.5090
N -1.8359 -0.1885 2.9791
C -2.8810 -0.2550 3.8270
C -3.3236 1.0329 4.0313
C -2.4687 1.8193 3.2442
N -1.5694 1.0739 2.6160
C -2.7591 -1.1911 -2.0032
C -3.6693 -1.8217 -2.8423
N -1.9626 -0.1504 -2.5773
C -0.6229 -0.2078 -2.7653
C -0.2702 0.9301 -3.4527
C -1.4859 1.6112 -3.6483
N -2.5090 0.9532 -3.1217
H -5.5632 -4.6085 -3.0848
H -5.1315 -3.4824 -4.3729
H -6.4196 -3.0765 -3.2436
H -4.7698 -4.2019 -0.7482
H -3.1981 -3.0777 0.7411
H -0.2878 -3.0600 -0.2323
H 1.0014 -4.3240 1.4174
H 1.4402 -4.8703 3.7904
H 0.8276 -3.8303 5.0792
H 2.2766 -3.3724 4.1854
H -0.3118 -1.6441 4.4782
H -3.2277 -1.2047 4.1974
H -4.1481 1.3513 4.6455
H -2.4702 2.8881 3.0995
H -3.7606 -1.4473 -3.8561
H -0.0334 -1.0071 -2.3480
H 0.7228 1.2200 -3.7517
H -1.6602 2.5541 -4.1428
C 6.7856 2.0139 -0.3140
C 5.6435 2.3887 -1.2135
C 5.8462 3.0283 -2.4231
C 4.7704 3.3414 -3.2421
Cl 5.0587 4.1604 -4.7600
C 3.4841 3.0124 -2.8731
C 3.2643 2.3705 -1.6592
C 4.3342 2.0667 -0.8266
O 4.2115 1.4949 0.3918
C 2.9332 0.9842 0.7464
C 2.4221 -0.1425 -0.1848
O 3.2628 -0.8799 -0.6920
O 1.1602 -0.1824 -0.3265
H 7.7400 2.2847 -0.7650
H 6.7705 0.9402 -0.1205
H 6.7001 2.5115 0.6539
H 6.8508 3.2819 -2.7381
H 2.6501 3.2519 -3.5190
H 2.2523 2.0995 -1.3899
H 2.1997 1.7940 0.8224
H 3.0743 0.5553 1.7387
*
```

Output
Energy relative to the best compared isomer or geometry (same formula, charge and spin), eV: 0.000
Calculated total energy, eV: -61306.4914

Table of Löwdin atomic charges, one value per atom, all in e: 0.835 -0.072 -0.300 -0.063 -0.021 -0.255 -0.046 -0.288 -0.013 -0.039 -0.289 -0.067 0.008 -0.146 -0.105 -0.067 -0.075 -0.169 0.008 -0.140 0.009 -0.145 -0.124 -0.098 -0.195 0.080 0.067 0.069 0.073 0.103 0.110 0.124 0.110 0.069 0.069 0.077 0.120 0.123 0.083 0.099 0.118 0.125 0.089 0.094 -0.035 -0.193 -0.079 -0.675 0.611 -0.104 0.013 -0.231 -0.031 -0.105 -0.681 0.029 -0.233 0.072 0.089 0.083 0.105 0.100 0.094 0.097 0.132